Density functional theory data (ωB97M-V/def2-TZVPD) for C23H23BrClCoN6P as an isolated structure in a non-equilibrium geometry.

The geometry in XYZ format:
```
56
Properties=species:S:1:pos:R:3:forces:R:3
Co 1.715228 0.322192 -2.747759 0.4 0.4 0.5
C 0.666540 5.670371 -2.298199 0.6 0.6 0.0
N 1.059831 4.396480 -2.890894 -1.1 0.1 1.8
C 1.579238 4.300699 -4.122335 -0.5 0.2 -1.0
C 1.917849 2.969419 -4.289951 -0.3 2.5 0.6
N 1.638168 2.349654 -3.138079 0.1 -2.5 -0.1
C 1.077757 3.158377 -2.270602 -0.7 1.3 -0.5
P 0.088116 2.620426 -0.757683 1.1 0.5 -0.7
C 1.452190 1.609200 -0.079976 -0.8 1.4 1.5
N 2.290750 0.854603 -0.724057 -0.4 -1.7 -1.3
C 3.160562 0.336951 0.177675 2.2 -0.3 0.0
C 2.944820 0.986386 1.369898 -0.1 -1.2 -0.1
N 1.811504 1.711239 1.237526 -0.5 0.1 -0.2
C 1.046301 2.383357 2.326350 1.9 0.2 -0.9
C -0.845648 1.234485 -1.451457 -0.2 0.3 -0.5
N -0.382714 0.404472 -2.379488 -0.3 -0.8 0.7
C -1.264278 -0.667052 -2.437237 0.4 1.8 1.2
C -2.262143 -0.417083 -1.493763 0.5 -1.7 -2.0
N -2.025444 0.786061 -0.930154 0.4 0.5 0.1
C -2.979632 1.468749 -0.010660 2.3 -0.1 -0.3
H 0.141715 5.535434 -1.364113 -0.5 -0.3 0.0
H 0.094659 6.299430 -3.005521 0.2 -0.5 0.4
H 1.583705 6.192170 -2.005577 -0.1 0.1 -0.3
H 1.444027 5.179160 -4.784343 0.7 -0.9 0.4
H 2.336442 2.550711 -5.145801 0.6 -1.0 -1.0
H 3.973297 -0.423920 -0.079100 -1.4 1.4 0.3
H 3.443164 0.881594 2.298142 0.3 -0.1 0.6
H 1.230697 1.914830 3.281260 -0.6 -0.9 0.0
H 0.025808 2.489104 1.989132 -0.2 0.1 0.5
H 1.568254 3.314295 2.478147 -0.4 0.9 -0.2
H -0.949680 -1.434195 -3.114824 -0.8 -0.6 0.1
H -3.082616 -1.083526 -1.291024 -0.3 0.4 0.3
H -3.676342 2.052543 -0.571480 -0.3 0.5 -0.1
H -2.425977 1.993435 0.780029 -0.2 0.3 -0.6
H -3.419475 0.678503 0.499260 -1.3 -1.3 0.8
Br -1.874569 -0.853223 3.637016 -0.7 -0.3 0.3
C -1.849514 -2.753429 3.230495 0.8 1.3 -0.4
C -2.733766 -3.435811 3.975347 -0.4 -1.7 -0.4
C -2.849319 -4.826435 3.714360 1.6 -0.1 -1.6
C -2.101262 -5.423005 2.685217 0.5 2.6 1.0
C -1.130473 -4.663591 1.948339 -0.9 -1.2 -0.6
C -0.405461 -5.182655 0.796961 0.0 1.4 0.4
C 0.432451 -4.383810 0.010592 -0.2 -1.9 -0.3
C 0.699774 -3.084512 0.375311 1.1 -0.1 -0.7
C 0.045409 -2.544046 1.510860 -1.2 0.5 0.6
C -1.014248 -3.324506 2.259265 2.0 2.0 -0.9
H -3.323787 -2.863641 4.650043 -0.5 -0.2 0.7
H -3.423237 -5.498233 4.286684 -1.0 -0.3 0.7
H -2.163744 -6.443074 2.490805 -0.3 -1.6 -0.2
H -0.558793 -6.179681 0.484800 -0.2 -1.0 -0.1
H 0.891694 -4.907515 -0.871498 -0.3 0.9 0.9
H 1.544715 -2.527498 -0.160360 -1.6 -0.6 0.9
Cl 3.242430 -1.039376 -3.575973 -0.5 0.2 0.1
C 0.389972 -1.245539 1.786264 -0.1 0.2 0.9
H 0.153792 -0.595993 2.622179 0.1 -0.7 -0.4
H 1.051264 -0.842986 1.089950 1.2 0.7 -1.0
```
Positions in Å, forces in eV/Å.

The calculation puts the HOMO energy (spin up / spin down) at -9.2325 / -10.8883 eV. As for the LUMO energy (spin up / spin down): -2.682 / -2.999 eV. As for the expectation value of S²: 6.075. For the relative energy (zero: lowest compared OMol25 entry of this formula, charge and spin), the calculation gives 0.0 kcal per mole. Its net charge is +1. As for the total energy: -5976.89643 a.u. Its spin multiplicity is 5.